[1]
{"formula": "C26H53FIN2O6S2", "method": "ωB97M-V with the def2-TZVPD basis set", "e_lumo_ev": -3.2, "max_force_ev_per_a": 8.88, "homo_lumo_gap_ha": 0.288, "total_charge": 1, "total_energy_ev": -75551.8534, "homo_energy_ev": -11.093, "mol_weight_g_mol": 699.75, "species": ["C", "C", "C", "O", "C", "I", "O", "C", "S", "N", "C", "C", "C", "S", "N", "F", "C", "C", "C", "C", "C", "C", "C", "C", "C", "O", "C", "C", "C", "C", "O", "C", "C", "O", "H", "H", "H", "H", "H", "H", "H", "H", "H", "H", "H", "H", "H", "H", "H", "H", "H", "H", "H", "H", "H", "H", "H", "H", "H", "H", "H", "H", "H", "H", "H", "H", "H", "H", "H", "H", "H", "H", "H", "H", "H", "H", "H", "H", "H", "C", "C", "C", "O", "H", "H", "H", "H", "H", "H", "H", "H"], "xyz": [[3.707, -0.308, 5.718], [3.507, 0.929, 4.611], [2.231, 0.427, 3.649], [2.181, 0.972, 2.338], [2.951, 0.371, 1.254], [4.266, -1.320, 1.899], [3.913, 1.429, 0.995], [4.190, 1.794, -0.352], [6.034, 2.331, -0.362], [3.477, 2.993, -0.931], [3.300, 4.071, 0.163], [2.386, 5.256, -0.585], [4.176, 0.436, -1.261], [4.781, 1.070, -2.953], [2.781, -0.241, -1.334], [2.331, 0.527, -2.407], [2.885, -1.572, -2.017], [3.855, -2.728, -1.431], [1.449, -2.171, -2.643], [1.742, -2.997, -4.068], [1.051, -4.520, -4.050], [1.989, -0.076, -0.071], [0.841, 1.083, -0.004], [-0.222, 1.304, -1.205], [-1.765, 1.674, -0.676], [-2.368, 2.748, -1.515], [-1.903, 4.078, -1.078], [1.281, -1.421, 0.576], [-0.265, -1.752, 0.156], [-1.384, -1.383, 1.345], [-2.611, -2.152, 0.951], [-3.819, -1.482, 1.526], [-3.865, -1.458, 3.194], [-4.824, -0.975, 0.808], [4.549, -0.089, 6.502], [3.962, -1.287, 5.096], [2.659, -0.478, 6.213], [4.509, 0.933, 3.981], [3.285, 1.961, 5.132], [2.008, -0.738, 3.780], [1.300, 0.912, 4.234], [6.261, 3.192, -1.447], [4.079, 3.516, -1.637], [2.635, 3.700, 1.059], [4.329, 4.531, 0.477], [2.710, 6.340, -0.287], [1.263, 5.112, -0.218], [2.363, 5.055, -1.747], [5.016, -0.258, -0.867], [4.029, 2.176, -3.374], [3.408, -1.339, -3.076], [4.835, -2.403, -0.898], [3.335, -3.527, -0.716], [4.210, -3.393, -2.360], [0.631, -1.349, -2.777], [1.143, -3.031, -1.873], [2.913, -3.207, -4.165], [1.315, -2.451, -5.010], [0.490, -4.751, -3.040], [1.875, -5.378, -4.153], [0.219, -4.621, -4.899], [1.279, 2.171, 0.228], [0.101, 0.897, 0.920], [-0.305, 0.457, -2.005], [0.120, 2.280, -1.802], [-1.779, 2.003, 0.455], [-2.388, 0.667, -0.794], [-1.262, 4.074, -0.095], [-1.218, 4.501, -1.951], [-2.779, 4.874, -0.959], [1.871, -2.418, 0.419], [1.206, -1.344, 1.770], [-0.594, -1.402, -0.909], [-0.354, -2.945, 0.101], [-1.703, -0.257, 1.336], [-1.056, -1.781, 2.396], [-2.897, -0.962, 3.663], [-3.890, -2.605, 3.508], [-4.828, -0.899, 3.554], [-9.433, -1.621, 0.765], [-9.205, -0.623, -0.359], [-8.650, -1.304, -1.600], [-8.292, 0.380, 0.077], [-8.493, -2.101, 1.059], [-9.821, -1.114, 1.656], [-10.144, -2.397, 0.466], [-10.148, -0.123, -0.605], [-7.682, -1.773, -1.390], [-8.479, -0.572, -2.397], [-9.337, -2.071, -1.970], [-7.451, -0.055, 0.298]]}

---

[2]
{"formula": "C26H53FN2O7", "method": "ωB97M-V with the def2-TZVPD basis set", "e_lumo_ev": 0.5, "max_force_ev_per_a": 9.10, "homo_lumo_gap_ha": 0.365, "total_charge": 0, "total_energy_ev": -47843.7331, "homo_energy_ev": -9.459, "mol_weight_g_mol": 524.72, "smiles": "CCNOC(=O)N[C@H](F)CC.C1CCOC1.C1CCOC1.C1CCOC1.C1CCOC1.C1CCOC1", "species": ["C", "C", "N", "O", "C", "O", "N", "C", "F", "C", "C", "H", "H", "H", "H", "H", "H", "H", "H", "H", "H", "H", "H", "H", "C", "C", "C", "O", "C", "H", "H", "H", "H", "H", "H", "H", "H", "C", "C", "C", "O", "C", "H", "H", "H", "H", "H", "H", "H", "H", "C", "C", "C", "O", "C", "H", "H", "H", "H", "H", "H", "H", "H", "C", "C", "C", "O", "C", "H", "H", "H", "H", "H", "H", "H", "H", "C", "C", "C", "O", "C", "H", "H", "H", "H", "H", "H", "H", "H"], "xyz": [[-0.241, 1.481, 4.266], [0.881, 2.658, 4.057], [0.933, 3.674, 5.208], [0.532, 3.109, 6.372], [1.613, 3.090, 7.371], [2.296, 4.190, 7.743], [2.004, 1.789, 8.069], [2.284, 0.675, 7.086], [1.480, -0.539, 7.480], [3.901, 0.302, 6.941], [4.508, 1.422, 5.875], [-1.338, 1.894, 4.262], [-0.119, 0.846, 5.247], [-0.113, 0.726, 3.366], [0.701, 3.159, 3.015], [1.946, 2.123, 3.982], [0.150, 4.354, 4.978], [1.152, 1.564, 8.665], [1.935, 0.925, 5.972], [4.465, 0.272, 7.966], [3.920, -0.737, 6.357], [5.552, 1.831, 6.250], [4.576, 0.961, 4.780], [3.795, 2.371, 5.756], [-1.525, -0.954, -0.683], [-2.729, -0.329, -0.026], [-2.261, -0.165, 1.403], [-0.842, 0.038, 1.355], [-0.383, -0.265, 0.031], [-1.495, -0.817, -1.767], [-1.504, -2.030, -0.472], [-2.926, 0.654, -0.471], [-3.638, -0.931, -0.111], [-2.450, -1.070, 1.990], [-2.737, 0.682, 1.905], [-0.123, 0.681, -0.457], [0.515, -0.887, 0.085], [-2.000, -5.804, -3.317], [-0.554, -5.563, -3.668], [-0.365, -4.119, -3.257], [-1.255, -3.879, -2.158], [-2.160, -4.987, -2.054], [-2.248, -6.859, -3.177], [-2.646, -5.401, -4.107], [0.087, -6.211, -3.060], [-0.321, -5.741, -4.720], [-0.643, -3.436, -4.067], [0.662, -3.901, -2.953], [-1.878, -5.567, -1.168], [-3.181, -4.618, -1.919], [-3.702, -2.010, -7.214], [-2.798, -1.845, -6.019], [-3.478, -2.715, -4.985], [-4.128, -3.777, -5.697], [-4.121, -3.459, -7.096], [-3.217, -1.783, -8.167], [-4.577, -1.358, -7.110], [-1.803, -2.245, -6.249], [-2.683, -0.807, -5.695], [-4.247, -2.158, -4.440], [-2.773, -3.135, -4.261], [-3.399, -4.122, -7.585], [-5.111, -3.646, -7.521], [5.861, 1.178, 0.392], [7.318, 1.130, 0.773], [7.386, 2.147, 1.892], [6.109, 2.135, 2.543], [5.190, 1.390, 1.731], [5.511, 0.280, -0.123], [5.675, 2.041, -0.260], [7.568, 0.134, 1.156], [7.996, 1.359, -0.053], [7.554, 3.156, 1.502], [8.172, 1.918, 2.618], [4.999, 0.436, 2.234], [4.246, 1.935, 1.647], [-3.193, 3.402, -3.947], [-3.186, 4.307, -2.742], [-4.219, 3.653, -1.849], [-4.185, 2.248, -2.134], [-3.406, 2.041, -3.321], [-2.279, 3.458, -4.544], [-4.042, 3.653, -4.594], [-2.202, 4.275, -2.260], [-3.420, 5.349, -2.973], [-5.227, 4.016, -2.076], [-4.019, 3.819, -0.787], [-2.455, 1.589, -3.021], [-3.927, 1.349, -3.987]]}

---

[3]
{"formula": "C26H54As3N5OSSn", "method": "ωB97M-V with the def2-TZVPD basis set", "e_lumo_ev": [-10.8, -10.8], "max_force_ev_per_a": 3.85, "homo_lumo_gap_ha": [0.087, 0.165], "relative_energy_kj_mol": 534.4, "total_charge": 4, "total_energy_ev": -236476.3129, "homo_energy_ev": [-13.164, -15.292], "mol_weight_g_mol": 828.30, "species": ["Sn", "N", "C", "C", "N", "C", "C", "N", "H", "H", "H", "H", "H", "H", "H", "H", "H", "H", "H", "H", "H", "C", "As", "C", "C", "C", "C", "C", "As", "C", "C", "C", "As", "C", "C", "H", "H", "H", "H", "H", "H", "H", "H", "H", "H", "H", "H", "H", "H", "H", "H", "H", "H", "H", "H", "H", "H", "H", "H", "H", "H", "H", "C", "C", "C", "N", "C", "S", "N", "C", "O", "C", "C", "C", "C", "C", "C", "H", "H", "H", "H", "H", "H", "H", "H", "H", "H", "H", "H", "H", "H"], "xyz": [[2.199, -1.611, 3.477], [4.532, -1.032, 3.556], [4.892, -1.289, 5.000], [3.791, -0.755, 5.934], [2.320, -1.225, 5.589], [1.928, -2.479, 6.309], [2.808, -3.596, 5.900], [2.833, -3.691, 4.382], [5.148, -1.473, 2.921], [4.534, -0.071, 3.310], [5.829, -0.744, 5.343], [5.150, -2.350, 5.219], [3.806, 0.352, 5.969], [4.065, -1.232, 6.919], [1.652, -0.524, 5.969], [0.862, -2.593, 6.277], [2.059, -2.281, 7.424], [2.574, -4.563, 6.349], [3.868, -3.473, 6.349], [2.066, -4.346, 4.088], [3.700, -4.046, 4.082], [-0.300, -3.461, 1.629], [0.810, -3.028, 0.037], [0.053, -1.668, -1.182], [0.398, -4.691, -0.892], [1.499, -5.504, -1.517], [0.953, -6.911, -1.650], [2.659, -5.572, -0.464], [3.168, -3.877, 0.081], [4.573, -4.163, 1.408], [4.153, -2.741, -1.257], [1.876, -4.920, -2.942], [0.343, -5.296, -4.274], [1.453, -6.550, -5.276], [0.555, -3.922, -5.599], [-1.072, -4.078, 1.195], [-0.712, -2.541, 2.058], [0.389, -3.911, 2.280], [-0.852, -2.274, -1.393], [0.672, -1.512, -1.996], [-0.261, -0.749, -0.680], [-0.335, -4.338, -1.664], [-0.167, -5.242, -0.096], [0.755, -7.439, -0.700], [1.644, -7.523, -2.236], [-0.005, -6.905, -2.229], [3.508, -6.112, -0.779], [2.457, -6.148, 0.497], [5.380, -4.255, 0.697], [4.424, -5.099, 1.958], [4.780, -3.403, 2.142], [4.883, -3.377, -1.746], [4.670, -1.924, -0.750], [3.436, -2.365, -1.999], [2.763, -5.517, -3.286], [2.103, -3.901, -2.929], [1.081, -7.566, -5.260], [2.556, -6.378, -5.041], [1.347, -6.323, -6.380], [0.225, -2.963, -5.253], [-0.210, -4.166, -6.388], [1.563, -3.749, -6.101], [-2.938, 11.435, -0.764], [-2.473, 11.162, -2.190], [-2.548, 9.770, -2.761], [-2.298, 8.655, -1.800], [-3.012, 7.678, -1.342], [-2.429, 6.441, -0.269], [-4.353, 7.482, -1.567], [-4.827, 6.310, -0.944], [-3.825, 5.705, -0.209], [-6.161, 5.756, -1.047], [-6.444, 4.460, -0.675], [-7.649, 3.896, -0.918], [-8.668, 4.752, -1.458], [-8.430, 6.079, -1.784], [-7.167, 6.583, -1.634], [-2.526, 12.377, -0.431], [-2.674, 10.710, -0.031], [-3.981, 11.559, -0.575], [-1.446, 11.506, -2.259], [-3.042, 11.740, -2.945], [-1.813, 9.573, -3.558], [-3.552, 9.542, -3.090], [-1.373, 8.574, -1.428], [-4.993, 8.225, -1.878], [-5.668, 3.794, -0.336], [-7.843, 2.808, -0.688], [-9.633, 4.178, -1.587], [-9.139, 6.716, -2.292], [-6.923, 7.616, -1.930]]}

---

[4]
{"formula": "C26H54BaGe2N5", "method": "ωB97M-V with the def2-TZVPD basis set", "e_lumo_ev": -8.4, "max_force_ev_per_a": 0.67, "homo_lumo_gap_ha": 0.224, "relative_energy_kj_mol": 126.8, "total_charge": 3, "total_energy_ev": -148992.1955, "homo_energy_ev": -14.461, "mol_weight_g_mol": 719.30, "species": ["Ba", "N", "C", "C", "C", "N", "C", "C", "N", "C", "H", "H", "H", "H", "H", "H", "H", "H", "H", "H", "H", "H", "H", "H", "H", "H", "C", "C", "Ge", "C", "C", "C", "C", "Ge", "C", "C", "C", "C", "C", "C", "C", "C", "C", "C", "H", "H", "H", "H", "H", "H", "H", "H", "H", "H", "H", "H", "H", "H", "H", "H", "H", "H", "H", "H", "H", "H", "H", "H", "H", "H", "N", "C", "C", "C", "C", "N", "H", "H", "H", "H", "H", "H", "H", "H", "H", "H", "H", "H"], "xyz": [[1.245, 0.651, -0.407], [-5.574, 3.287, -0.434], [-5.989, 3.623, -1.855], [-5.129, 4.781, -2.350], [-3.659, 4.391, -2.535], [-3.034, 4.209, -1.201], [-3.539, 3.130, -3.392], [-4.418, 1.943, -2.997], [-3.911, 1.241, -1.794], [-5.858, 2.399, -2.752], [-5.939, 3.978, 0.222], [-4.527, 3.310, -0.404], [-5.907, 2.367, -0.150], [-7.034, 3.923, -1.802], [-5.212, 5.643, -1.682], [-5.538, 5.105, -3.308], [-3.163, 5.200, -3.077], [-2.889, 5.118, -0.770], [-2.112, 3.798, -1.313], [-2.489, 2.819, -3.458], [-3.822, 3.413, -4.409], [-4.443, 1.260, -3.851], [-2.980, 0.876, -1.976], [-4.477, 0.406, -1.658], [-6.461, 1.572, -2.368], [-6.306, 2.671, -3.710], [1.213, -5.028, -1.228], [0.898, -3.529, -1.294], [1.918, -2.558, 0.083], [3.510, -1.686, -0.715], [4.747, -2.599, -0.696], [2.323, -3.705, 1.595], [1.832, -3.164, 2.727], [0.945, -1.520, 2.164], [-1.024, -1.427, 2.064], [-1.799, -1.749, 3.344], [1.701, 0.188, 2.846], [1.602, 0.276, 4.376], [1.955, -3.684, 4.096], [1.095, -3.244, 5.100], [1.189, -3.748, 6.388], [2.158, -4.693, 6.688], [3.035, -5.128, 5.700], [2.937, -4.627, 4.414], [0.661, -5.567, -1.997], [0.932, -5.448, -0.262], [2.274, -5.227, -1.385], [-0.171, -3.365, -1.138], [1.142, -3.130, -2.283], [3.793, -0.750, -0.199], [3.306, -1.424, -1.765], [5.030, -2.849, 0.326], [5.597, -2.118, -1.178], [4.550, -3.533, -1.224], [2.835, -4.662, 1.568], [-1.320, -2.116, 1.268], [-1.288, -0.414, 1.721], [-1.619, -2.777, 3.656], [-2.872, -1.639, 3.187], [-1.520, -1.093, 4.169], [1.187, 1.068, 2.420], [2.754, 0.243, 2.543], [0.569, 0.199, 4.715], [2.003, 1.222, 4.740], [2.168, -0.530, 4.842], [0.334, -2.505, 4.873], [0.509, -3.406, 7.157], [2.237, -5.087, 7.692], [3.799, -5.855, 5.938], [3.635, -4.958, 3.657], [3.265, 2.685, -0.488], [3.030, 3.599, -1.641], [2.208, 2.896, -2.716], [2.828, 1.585, -3.197], [1.890, 0.720, -4.026], [0.673, 0.366, -3.230], [3.517, 3.230, 0.332], [4.110, 2.150, -0.682], [3.974, 3.953, -2.058], [2.491, 4.473, -1.278], [2.060, 3.561, -3.568], [1.193, 2.728, -2.314], [3.165, 0.965, -2.352], [3.740, 1.792, -3.760], [2.395, -0.205, -4.298], [1.613, 1.221, -4.955], [0.307, -0.521, -3.567], [-0.055, 1.036, -3.464]]}

---

[5]
{"formula": "C26H54Cl3CrN5O4PSi", "method": "ωB97M-V with the def2-TZVPD basis set", "e_lumo_ev": [2.2, 2.2], "max_force_ev_per_a": 4.23, "homo_lumo_gap_ha": [0.228, 0.229], "spin_multiplicity": 5, "s2": 6.012, "total_charge": -1, "total_energy_ev": -126640.6356, "homo_energy_ev": [-3.983, -4.010], "mol_weight_g_mol": 718.16, "species": ["C", "C", "H", "H", "H", "C", "C", "H", "H", "H", "H", "Cr", "Cl", "Cl", "C", "O", "N", "C", "C", "H", "H", "H", "H", "H", "H", "H", "H", "H", "C", "C", "N", "H", "C", "O", "H", "H", "H", "H", "O", "C", "C", "C", "H", "C", "H", "C", "H", "C", "C", "H", "H", "H", "Si", "Cl", "C", "C", "C", "H", "H", "H", "H", "H", "H", "H", "H", "H", "C", "N", "C", "P", "O", "N", "C", "C", "N", "C", "C", "H", "H", "H", "H", "H", "H", "H", "H", "H", "H", "H", "H", "H", "H", "H", "H", "H", "H"], "xyz": [[2.654, -2.603, -2.964], [2.284, -1.792, -4.169], [2.035, -3.513, -2.922], [2.515, -2.025, -2.045], [3.714, -2.908, -3.024], [2.338, -2.336, -5.397], [2.602, -3.781, -5.672], [2.256, -1.722, -6.294], [1.946, -4.450, -5.089], [3.644, -4.082, -5.461], [2.418, -3.983, -6.735], [0.941, 0.791, 1.017], [3.035, 0.997, 1.845], [1.320, 1.939, -0.896], [-0.028, 3.435, 1.252], [-0.392, 2.252, 1.543], [-0.877, 4.325, 0.750], [-2.252, 3.930, 0.442], [-0.353, 5.531, 0.132], [1.018, 3.753, 1.364], [-2.687, 3.406, 1.302], [-2.313, 3.283, -0.447], [-2.805, 4.846, 0.240], [0.419, 5.949, 0.793], [-1.178, 6.235, 0.009], [0.092, 5.322, -0.856], [-0.146, -4.999, 1.915], [-1.129, -3.583, -0.775], [-1.217, -5.203, 1.734], [-2.018, -4.046, -0.330], [-1.893, -4.073, 1.108], [-1.697, -5.429, 2.694], [-2.284, -2.996, 1.829], [-2.762, -1.967, 1.344], [-2.895, -3.465, -0.616], [-2.164, -3.148, 2.921], [-1.304, -6.073, 1.067], [-2.100, -5.073, -0.692], [1.298, -0.057, -2.762], [2.076, -0.292, -3.921], [0.706, 0.140, -6.023], [1.654, 0.577, -5.092], [0.336, -0.877, -5.949], [0.292, 0.999, -7.054], [3.105, 0.047, -3.655], [2.250, 1.833, -5.235], [-0.480, 0.649, -7.739], [0.866, 2.258, -7.189], [1.862, 2.672, -6.285], [3.030, 2.121, -4.526], [0.552, 2.915, -8.002], [2.338, 3.646, -6.406], [-0.411, 0.109, -2.152], [0.041, -1.503, -0.859], [-1.568, -0.754, -3.442], [-0.661, 1.894, -2.989], [-1.895, 0.649, -0.965], [-1.225, -0.499, -4.455], [-2.603, -0.402, -3.325], [-1.584, -1.847, -3.337], [-2.501, -0.230, -0.728], [-2.564, 1.348, -1.477], [-1.622, 1.105, -0.004], [-1.344, 1.777, -3.847], [0.296, 2.277, -3.367], [-1.100, 2.637, -2.308], [2.428, 0.732, 5.191], [1.066, 1.122, 4.857], [0.999, 2.516, 4.418], [0.076, 0.017, 4.091], [0.280, -0.333, 2.640], [0.351, -1.306, 5.054], [0.227, -2.664, 4.536], [0.176, -1.210, 6.505], [-1.397, 0.713, 4.359], [-1.692, 1.307, 5.662], [-2.605, 0.287, 3.657], [2.788, 1.435, 5.953], [3.083, 0.779, 4.308], [2.442, -0.277, 5.602], [1.692, 2.706, 3.586], [-0.018, 2.792, 4.125], [1.302, 3.123, 5.278], [0.798, -3.323, 5.203], [-0.820, -3.003, 4.530], [0.646, -2.721, 3.525], [0.761, -2.019, 6.956], [0.557, -0.258, 6.896], [-0.875, -1.338, 6.809], [-2.393, 2.138, 5.490], [-2.178, 0.582, 6.337], [-0.789, 1.701, 6.135], [-2.386, -0.200, 2.706], [-3.178, -0.413, 4.282], [-3.224, 1.178, 3.483]]}